Here is an isolated molecule of C15H17N3O7S from the Open Molecules 2025 dataset. Energies are from wB97M-V/def2-TZVPD.

Geometry as XYZ:
```
43
Properties=species:S:1:pos:R:3:forces:R:3
C -0.6766 -3.6530 -0.0787 0.1007 -0.3014 0.0280
O -0.7516 -2.2969 -0.4600 -0.2869 0.3475 -0.0462
C -1.7721 -1.5212 -0.0506 -0.0968 0.2214 0.0105
C -2.8319 -1.9956 0.7216 0.1929 -0.0277 -0.1129
C -3.8554 -1.1660 1.1320 -0.1293 0.4136 -0.0312
C -3.8266 0.1647 0.7461 1.0270 -0.8479 -0.3785
N -4.8831 1.0531 1.1325 -0.4785 0.3396 0.1559
O -4.8584 2.1853 0.6918 -0.0334 0.2893 -0.0505
O -5.7453 0.6203 1.8679 -0.1806 -0.0458 0.1478
C -2.7877 0.6586 -0.0357 -0.3924 -0.2884 0.2068
C -1.7443 -0.1547 -0.4390 -0.7944 -0.5062 0.5194
N -0.7211 0.4163 -1.1966 0.7479 1.0618 0.1401
C 0.2055 -0.3520 -1.9939 0.5588 -0.2829 -0.4971
C 1.3217 -1.0670 -1.2184 -0.3953 0.2380 -0.0487
O 1.9027 -2.0183 -1.6939 0.1568 -0.2435 -0.3509
N 1.5845 -0.5590 0.0001 0.3123 0.2599 0.3653
C 2.7090 -1.0123 0.7839 0.2180 -0.2855 0.1852
C 3.6939 0.0901 1.0115 -0.3905 0.4902 -0.5791
C 3.8297 1.3147 0.4291 -0.1903 -0.5771 0.1688
C 4.9427 1.9253 1.0626 0.3291 -0.2925 0.4361
C 5.3946 1.0284 1.9766 0.2185 0.8041 -0.2875
O 4.6422 -0.0886 1.9571 -0.2000 -0.4850 0.1059
S -0.2214 1.9847 -0.7984 -0.3907 0.3124 -0.2894
C -1.3139 3.0860 -1.7396 0.3950 -0.3676 0.3632
O -0.4050 2.1756 0.6077 -0.2554 0.0093 0.0324
O 1.0988 2.1447 -1.3285 0.0006 -0.0470 -0.4266
H -1.5158 -4.2294 -0.4781 0.0128 0.0531 0.0235
H 0.2541 -4.0084 -0.5188 -0.0758 -0.0275 0.0565
H -0.6349 -3.7622 1.0084 -0.0228 0.0388 -0.0298
H -2.8496 -3.0310 1.0194 0.0267 -0.0933 -0.0003
H -4.6686 -1.5337 1.7371 -0.0245 -0.0172 0.0213
H -2.8088 1.6995 -0.3009 -0.1189 0.0330 -0.0233
H 0.6970 0.3530 -2.6689 -0.0213 -0.2560 -0.0674
H -0.3308 -1.0913 -2.5911 0.1069 0.0920 0.1225
H 1.1412 0.2960 0.2993 0.0773 -0.1840 0.0566
H 2.3659 -1.3973 1.7526 0.0812 -0.0176 -0.1077
H 3.1692 -1.8371 0.2268 -0.0939 0.1008 0.1676
H 3.2155 1.7336 -0.3417 -0.1554 -0.0009 -0.1401
H 5.3430 2.8969 0.8589 0.1444 0.1966 0.0196
H 6.2068 1.0569 2.6752 0.0803 -0.0873 0.1278
H -1.9791 3.6026 -1.0589 -0.0933 -0.0033 0.1359
H -1.8656 2.4949 -2.4588 -0.0913 -0.0811 -0.1017
H -0.6703 3.7936 -2.2477 0.1243 0.0656 -0.0278
```
Positions in Å, forces in eV/Å.

max |F|	1.38	eV/Å
gap between HOMO and LUMO	7.9	eV
HOMO level	-8.43	eV
SMILES	COc1ccc([N+](=O)[O-])cc1N(CC(=O)NCc1ccco1)S(C)(=O)=O
E_LUMO	-0.54	eV